[1]
Computed, not measured: a structure of composition C30H66N5O10V in a non-equilibrium geometry, with ωB97M-V/def2-TZVPD.

Total charge   -1
Highest occupied orbital energy (alpha / beta)   -0.130 / -0.132 Ha
Orbital gap (alpha / beta)   5.7863 / 5.8632 eV
Multiplicity   2

Last column: Mulliken spin population.
Atoms and positions in Å:
1 O 16.5655 3.9548 22.8198  -0.268
2 V 15.3529 3.1543 23.5355  1.241
3 C 12.3732 5.3902 26.8670  -0.001
4 C 12.3487 5.4699 25.3098  -0.001
5 C 11.3531 6.4950 24.7683  0.003
6 C 11.8067 7.9302 24.9616  -0.001
7 C 13.1180 8.0824 24.2269  0.002
8 C 14.2166 7.1144 24.7234  0.000
9 N 13.6413 5.7584 24.7051  0.006
10 O 14.5987 4.7926 24.9312  -0.018
11 C 14.8093 7.6412 26.0463  -0.001
12 C 15.2945 7.2144 23.5722  -0.004
13 C 11.7973 4.0855 24.8969  0.000
14 H 11.3410 5.3568 27.2207  0.000
15 H 12.7663 6.3246 27.2750  0.000
16 H 13.0416 4.6195 27.2427  -0.001
17 H 10.3907 6.3263 25.2600  0.000
18 H 11.2838 6.3311 23.6902  0.000
19 H 11.9476 8.0743 26.0372  0.000
20 H 11.2163 8.7254 24.4985  0.000
21 H 13.5072 9.0930 24.3931  0.000
22 H 13.0034 7.9160 23.1552  0.001
23 H 15.6381 6.9674 26.2783  0.000
24 H 14.0974 7.5669 26.8651  0.000
25 H 15.1276 8.6789 25.9539  0.000
26 H 14.8173 7.0913 22.6081  0.000
27 H 16.0715 6.4821 23.7961  0.005
28 H 15.7506 8.1906 23.7560  0.000
29 H 12.3954 3.2986 25.3516  0.001
30 H 11.6871 3.8798 23.8291  -0.001
31 H 10.7744 3.9579 25.2684  0.000
32 C 17.9404 -0.6892 23.4309  -0.001
33 C 17.7648 -0.1691 21.9961  0.002
34 C 18.1329 -1.3505 21.0977  0.000
35 C 17.7600 -1.1088 19.6320  0.000
36 C 16.2585 -0.7350 19.5790  0.001
37 C 15.8156 0.4575 20.4410  -0.004
38 N 16.3828 0.2138 21.7740  -0.006
39 O 15.9325 1.1574 22.6838  0.031
40 C 14.2718 0.4540 20.4231  -0.003
41 C 16.3321 1.7511 19.8079  0.007
42 C 18.7575 0.9969 21.8451  -0.002
43 H 17.9385 0.1501 24.1325  -0.001
44 H 18.8368 -1.2526 23.7100  0.000
45 H 17.1483 -1.3670 23.7645  0.000
46 H 17.7066 -2.2918 21.4584  0.000
47 H 19.2072 -1.5271 21.2197  0.000
48 H 17.8555 -2.0104 19.0252  0.000
49 H 18.4607 -0.3456 19.2870  0.000
50 H 15.7918 -1.6990 19.8097  0.000
51 H 15.9656 -0.6090 18.5306  0.000
52 H 13.8570 1.1721 21.1297  0.000
53 H 13.8831 -0.5126 20.7527  0.000
54 H 13.9278 0.7118 19.4241  0.000
55 H 17.3139 1.6682 19.3311  0.000
56 H 16.2737 2.5903 20.4995  -0.004
57 H 15.7466 2.0290 18.9230  0.000
58 H 18.4157 1.9180 22.3330  0.004
59 H 18.9119 1.4055 20.8408  0.000
60 H 19.7578 0.8136 22.2502  0.000
61 N 13.0560 3.6108 21.0644  0.001
62 O 11.8265 3.5458 21.1657  0.002
63 O 13.8102 3.6796 22.0827  0.008
64 O 13.5927 3.6165 19.9453  0.003
65 C 19.0404 5.4877 24.0995  0.001
66 O 19.0272 4.0776 24.1627  -0.001
67 C 19.0861 3.5880 25.4908  0.002
68 C 17.6570 3.4300 26.0278  0.017
69 N 16.8434 2.5215 25.1762  -0.023
70 C 15.8776 1.9040 26.1509  0.006
71 C 14.7695 1.0662 25.5555  0.001
72 O 14.0005 1.8440 24.6561  -0.007
73 C 12.9724 1.0291 24.1142  0.003
74 H 20.0229 5.8310 24.4488  0.000
75 H 18.1845 5.9386 24.6033  -0.001
76 H 19.0522 5.8809 23.0813  0.000
77 H 19.6385 4.2816 26.1326  0.000
78 H 19.6159 2.6349 25.4225  0.000
79 H 17.1839 4.4067 26.1056  -0.006
80 H 17.8059 2.9171 26.9854  0.000
81 H 17.5278 1.8800 24.7859  0.009
82 H 15.3253 2.7171 26.6303  0.000
83 H 16.4411 1.3657 26.9152  0.000
84 H 14.1739 0.7443 26.4191  0.001
85 H 15.1544 0.1419 25.1154  -0.003
86 H 13.3683 0.1395 23.6205  -0.001
87 H 12.4626 1.5809 23.3224  -0.001
88 H 12.2134 0.7933 24.8632  0.000
89 C 16.8128 5.5663 19.6514  -0.002
90 O 17.4231 6.5715 18.8558  0.000
91 C 18.3350 7.3553 19.6225  0.000
92 C 18.7585 8.5730 18.8526  0.000
93 N 19.7193 8.2301 17.7868  0.000
94 C 21.1139 8.4202 18.2521  0.000
95 C 21.4801 9.8835 18.1657  0.000
96 O 22.6179 10.0744 18.9922  0.000
97 C 23.1682 11.3611 18.8956  0.000
98 H 15.9812 5.9420 20.2623  0.000
99 H 17.4450 5.3296 20.5189  -0.001
100 H 16.5141 4.6788 19.1066  0.000
101 H 19.1741 6.6897 19.8552  0.000
102 H 17.9035 7.6878 20.5737  0.000
103 H 19.2245 9.2410 19.5781  0.000
104 H 17.8250 8.9925 18.4706  0.000
105 H 19.7105 7.2247 17.6496  0.000
106 H 21.6979 7.8538 17.5232  0.000
107 H 21.2869 7.9859 19.2436  0.000
108 H 20.6525 10.5347 18.4657  0.000
109 H 21.7404 10.1202 17.1275  0.000
110 H 24.0975 11.3747 19.4641  0.000
111 H 22.4923 12.1082 19.3330  0.000
112 H 23.3394 11.5993 17.8384  0.000

---

[2]
Computed, not measured: a cluster of 8 separate species, C30H66N9O14S in total in a non-equilibrium geometry, with ωB97M-V/def2-TZVPD.

Total charge   -1
Highest occupied orbital energy   -0.144 Ha
Orbital gap   4.9977 eV
Multiplicity   1

Last column: Löwdin charge in e.
Atoms and positions in Å:
1 C 1.3086 0.6439 0.4189  -0.120
2 C 1.9786 -0.6048 -0.2607  -0.240
3 C 1.7145 -1.9994 0.4540  -0.186
4 C 1.3579 -1.9243 1.9826  -0.192
5 N 2.5393 -1.7785 2.8771  -0.032
6 O 2.7264 -0.4429 3.2550  -0.061
7 C 4.0403 -0.0095 3.0508  -0.440
8 O 4.5180 -0.0033 1.9491  0.146
9 N 4.8461 0.4934 4.1362  0.014
10 C 4.1506 1.5237 4.9349  -0.142
11 C 4.7621 2.9476 4.5424  -0.178
12 C 6.3347 2.8900 4.5006  -0.208
13 S 7.0190 2.6454 2.8074  0.656
14 O 6.0203 2.9101 1.7703  -0.333
15 O 7.5598 1.3183 2.6351  -0.283
16 O 8.2189 3.7961 2.6178  -0.212
17 C 5.4169 -0.5860 4.9756  -0.658
18 O 4.7328 -1.3807 5.6420  -0.023
19 O 6.7018 -0.6556 5.0107  -0.080
20 H 0.2697 0.4431 0.7486  0.038
21 H 1.9055 0.9380 1.3267  0.072
22 H 1.2619 1.4900 -0.3189  0.074
23 H 3.0614 -0.3746 -0.4375  0.095
24 H 1.5239 -0.6796 -1.2908  0.074
25 H 0.8844 -2.5176 -0.0833  0.074
26 H 2.6398 -2.6265 0.2933  0.106
27 H 0.5535 -1.1923 2.2352  0.115
28 H 0.9340 -2.9367 2.2555  0.106
29 H 3.3696 -2.1857 2.4453  0.119
30 H 4.3708 1.3621 6.0238  0.136
31 H 3.0398 1.4951 4.7787  0.127
32 H 4.2976 3.2200 3.5621  0.101
33 H 4.4268 3.6817 5.3221  0.106
34 H 6.7531 3.8562 4.8792  0.094
35 H 6.6723 2.0737 5.1987  0.077
36 H 7.8871 4.6529 2.9456  0.068
37 C -1.0902 -1.3780 -2.6640  -0.338
38 O -0.7144 -1.6745 -1.5452  0.000
39 N -1.3913 -2.2584 -3.6454  -0.195
40 C -1.8344 -1.8294 -4.9632  -0.067
41 C -1.2672 -3.6767 -3.3735  -0.045
42 H -1.2171 -0.3262 -2.9732  0.134
43 H -2.8292 -2.2414 -5.1563  0.090
44 H -1.1366 -2.1974 -5.7230  0.051
45 H -1.8802 -0.7416 -5.0201  0.084
46 H -1.9203 -3.9433 -2.5394  0.089
47 H -0.2361 -3.9019 -3.0929  0.094
48 H -1.5420 -4.2562 -4.2538  0.084
49 C -0.8089 -1.7389 -8.6756  -0.315
50 O -1.0844 -2.0747 -7.5364  -0.014
51 N -1.6329 -1.0692 -9.5093  -0.192
52 C -1.2333 -0.7037 -10.8518  -0.064
53 C -2.9638 -0.7037 -9.0436  -0.040
54 H 0.1715 -1.9659 -9.1260  0.135
55 H -1.2774 0.3831 -10.9565  0.088
56 H -1.9171 -1.1656 -11.5684  0.087
57 H -0.2180 -1.0407 -11.0599  0.082
58 H -2.8699 -0.0682 -8.1599  0.099
59 H -3.5087 -1.6061 -8.7675  0.060
60 H -3.5075 -0.1711 -9.8222  0.083
61 C 1.3284 -0.5238 9.2404  -0.371
62 O 1.7239 0.5066 8.7322  0.009
63 N 1.4435 -1.7596 8.7018  -0.204
64 C 0.9419 -2.9352 9.3774  -0.079
65 C 2.0908 -1.9157 7.4033  -0.029
66 H 0.8226 -0.5281 10.2230  0.121
67 H 1.7690 -3.6271 9.5565  0.086
68 H 0.1930 -3.4209 8.7461  0.084
69 H 0.4859 -2.6699 10.3319  0.074
70 H 3.1123 -1.5387 7.4589  0.077
71 H 1.5462 -1.3329 6.6590  0.097
72 H 2.1045 -2.9637 7.1089  0.088
73 C -2.1433 1.3661 0.0628  -0.327
74 O -1.0829 1.8587 0.3859  0.002
75 N -3.1657 2.0291 -0.5369  -0.190
76 C -4.4045 1.3697 -0.8946  -0.067
77 C -3.0108 3.4415 -0.8275  -0.044
78 H -2.3637 0.2990 0.2381  0.136
79 H -4.5542 1.4528 -1.9759  0.087
80 H -5.2308 1.8570 -0.3735  0.054
81 H -4.3772 0.3153 -0.6177  0.084
82 H -2.1523 3.5818 -1.4883  0.090
83 H -2.8259 3.9831 0.1021  0.094
84 H -3.9090 3.8307 -1.3047  0.075
85 C 8.3995 0.5633 7.0367  -0.307
86 O 7.9050 1.6487 6.7910  0.006
87 N 9.4182 0.3587 7.9165  -0.204
88 C 9.9600 -0.9590 8.1630  -0.068
89 C 9.9752 1.4935 8.6257  -0.062
90 H 8.0483 -0.3625 6.5510  0.114
91 H 9.8399 -1.2060 9.2219  0.082
92 H 11.0236 -0.9653 7.9072  0.082
93 H 9.4442 -1.7068 7.5617  0.091
94 H 9.1882 1.9762 9.2099  0.086
95 H 10.3642 2.2153 7.9037  0.087
96 H 10.7775 1.1708 9.2890  0.077
97 C -7.3842 3.5994 -1.0643  -0.345
98 O -6.6223 3.5141 -0.1218  0.004
99 N -8.4772 2.8223 -1.2552  -0.201
100 C -9.3423 2.9812 -2.4060  -0.064
101 C -8.7898 1.7982 -0.2740  -0.038
102 H -7.2370 4.3436 -1.8650  0.135
103 H -10.3530 3.2197 -2.0658  0.088
104 H -9.3611 2.0475 -2.9733  0.088
105 H -8.9852 3.7831 -3.0514  0.082
106 H -8.9385 2.2662 0.7010  0.095
107 H -7.9530 1.1011 -0.2007  0.091
108 H -9.6908 1.2592 -0.5625  0.086
109 C -6.4961 -2.4110 -8.8982  -0.318
110 O -5.4204 -1.9287 -8.5967  -0.001
111 N -7.5163 -1.7366 -9.4779  -0.201
112 C -8.7726 -2.3784 -9.8095  -0.060
113 C -7.3451 -0.3262 -9.7759  -0.039
114 H -6.7279 -3.4727 -8.7146  0.137
115 H -8.9444 -2.2975 -10.8855  0.089
116 H -9.5836 -1.8794 -9.2739  0.089
117 H -8.7557 -3.4311 -9.5297  0.084
118 H -6.4983 -0.2008 -10.4536  0.090
119 H -7.1336 0.2149 -8.8515  0.095
120 H -8.2455 0.0758 -10.2374  0.086